Entry 1:
Molecular formula: C31H48N3O18S
Method: DFT, ωB97M-V/def2-TZVPD

Output
HOMO in eV: -11.57
HOMO-LUMO gap in eV: 6.439
Net charge: +1

XYZ file:
```
101
Properties=species:S:1:pos:R:3:forces:R:3
C 6.668252 -2.398142 2.611472 1.00 0.24 0.13
C 7.415519 -1.142149 1.915981 0.18 -0.23 1.57
N 8.206074 -0.408440 2.667411 -1.73 -1.09 -2.71
C 7.144076 -0.934060 0.349955 -0.48 1.23 0.00
C 6.919877 0.623834 -0.042576 0.07 -1.22 0.76
N 7.867150 1.121960 -0.935076 -2.33 -0.37 2.05
N 7.759268 2.406504 -1.260302 -3.72 1.17 2.42
C 6.729009 3.200686 -0.715479 -1.25 0.93 0.58
C 5.591646 2.805475 0.233206 3.43 -4.50 -1.00
C 5.692930 1.281213 0.641617 1.78 3.66 -2.21
C 4.662814 0.583932 1.627726 0.41 0.84 -0.49
C 3.225672 1.297314 1.380521 0.72 -0.12 0.71
C 2.053960 0.528490 2.166886 0.28 0.01 -0.36
C 0.686416 0.491507 1.298736 1.95 0.55 1.17
S 0.530767 -1.131110 0.418574 -5.59 -2.92 -2.16
O -0.001313 -0.898754 -0.968306 2.26 0.05 3.19
O -0.440096 -1.968827 1.221217 3.36 2.12 -1.33
O 1.983959 -1.961503 0.294379 -0.95 1.53 0.54
H 5.522100 -2.318260 2.510364 1.85 -0.27 0.04
H 7.063155 -3.372261 2.141714 -0.95 1.66 0.56
H 6.975042 -2.459457 3.721636 -0.61 0.50 -1.76
H 8.618589 0.322115 2.051348 -0.09 -0.33 0.54
H 8.014403 -1.387653 -0.246499 -1.53 0.82 0.79
H 6.148332 -1.449620 0.096153 1.78 0.69 0.25
H 8.446607 2.816391 -1.916650 -0.54 -0.48 0.59
H 6.744133 4.307810 -1.030201 0.16 -1.99 0.37
H 4.782378 3.500291 0.631451 1.54 -0.85 -0.91
H 5.045331 0.764301 2.703299 -0.57 -0.19 -1.64
H 4.634746 -0.546307 1.490233 0.03 1.55 -0.10
H 3.345938 2.359896 1.813483 -0.48 -1.55 -0.91
H 3.048933 1.338564 0.244046 0.09 -0.04 1.76
H 1.821282 1.026360 3.171824 0.48 -0.72 -1.51
H 2.444445 -0.532828 2.370160 -0.89 1.51 -0.16
H -0.177628 0.587101 2.032607 0.84 -0.67 -1.39
H 0.675348 1.348131 0.549274 -0.10 -1.43 0.75
H 1.824249 -2.874802 -0.036711 -0.41 0.73 0.26
C -3.843516 -2.229357 -2.200234 -0.17 -0.06 -0.33
C -4.147673 -0.956748 -1.440661 0.61 -0.93 -0.50
C -4.650764 -1.190178 -0.047007 0.34 -0.18 0.58
O -5.425518 -0.019194 0.190938 -0.28 0.30 -0.46
C -5.876117 0.400475 -1.027125 -0.60 0.52 -0.22
O -6.721076 1.231465 -1.185873 0.65 -0.55 0.08
O -5.238166 -0.256892 -2.036458 -0.42 0.47 0.60
H -2.947831 -2.715220 -1.807300 -0.03 0.12 0.01
H -4.677235 -2.934403 -2.137814 0.03 0.11 0.09
H -3.693733 -2.015422 -3.261188 0.13 0.04 0.13
H -3.275705 -0.293111 -1.452355 -0.05 -0.02 0.11
H -3.844732 -1.280083 0.682897 -0.14 0.16 0.02
H -5.308857 -2.060442 0.038416 0.09 -0.02 -0.17
C 9.068697 -3.603630 -4.012018 -0.05 0.41 0.04
C 8.672716 -4.264186 -2.709633 0.61 0.06 -1.13
C 7.533702 -5.230555 -2.841106 0.19 -0.67 -0.43
O 6.963085 -5.201236 -1.534164 0.01 0.97 0.64
C 7.230082 -3.969691 -1.024354 -0.27 -0.40 0.09
O 6.726098 -3.520810 -0.029640 0.25 -0.79 -0.86
O 8.140585 -3.307653 -1.791283 -0.66 -0.12 0.85
H 9.564965 -4.313860 -4.676206 -0.03 0.02 0.12
H 8.195202 -3.196612 -4.529144 0.00 -0.13 0.07
H 9.742035 -2.763195 -3.826085 0.08 -0.19 0.00
H 9.547443 -4.729102 -2.241864 -0.13 -0.01 0.05
H 7.862218 -6.236610 -3.100894 -0.23 0.06 0.19
H 6.769903 -4.909281 -3.555217 0.16 0.03 -0.03
C -8.580014 2.444337 1.025796 -0.03 -0.13 0.31
C -9.177998 3.785476 1.389939 0.20 -1.11 -0.60
C -8.352785 4.957477 0.947916 0.03 0.27 -0.68
O -8.722487 5.958235 1.891584 -0.10 -0.12 0.64
C -9.076324 5.301098 3.032719 -0.14 0.18 0.66
O -9.244341 5.830085 4.093331 0.08 -0.23 -0.68
O -9.207958 3.964756 2.805933 0.05 0.92 0.28
H -8.646257 2.264114 -0.048053 0.02 0.06 0.13
H -7.529288 2.387015 1.322413 -0.07 0.10 -0.10
H -9.097885 1.638777 1.552463 -0.09 0.09 -0.13
H -10.207389 3.852269 1.020797 0.08 0.14 0.01
H -8.584599 5.276269 -0.069349 -0.06 0.15 0.18
H -7.274688 4.788206 1.032550 -0.08 -0.19 0.01
C -11.026217 8.886998 2.788420 -0.06 -0.40 0.13
C -10.863839 8.934089 1.284478 0.15 0.20 1.23
C -11.794572 9.894376 0.603272 0.03 0.64 -0.06
O -11.916790 9.324157 -0.695523 0.04 -0.58 -0.08
C -11.725683 7.981849 -0.547637 -0.19 -0.60 -0.54
O -11.958816 7.167730 -1.391990 0.20 0.52 0.53
O -11.238230 7.691801 0.691701 -0.27 0.10 -0.80
H -10.647707 9.800573 3.252134 0.01 -0.05 -0.09
H -12.076661 8.765144 3.067696 0.04 0.08 -0.12
H -10.490242 8.030492 3.205140 0.11 0.16 -0.03
H -9.817359 9.129217 1.024422 -0.09 0.03 -0.07
H -11.390339 10.906232 0.548135 -0.05 -0.11 -0.20
H -12.790029 9.931290 1.056564 0.12 -0.08 0.13
C 3.490986 -8.484822 0.217219 0.34 -0.08 0.15
C 3.578278 -7.764993 -1.111053 -0.32 -0.38 1.08
C 2.847167 -8.455264 -2.225130 -0.68 -0.05 -0.12
O 3.563637 -8.012685 -3.373412 0.69 0.18 0.05
C 4.837061 -7.759326 -2.960093 0.46 0.00 -0.38
O 5.762563 -7.568982 -3.695253 -0.56 -0.03 0.45
O 4.917888 -7.756864 -1.600168 0.05 0.05 -0.87
H 2.487122 -8.406635 0.640121 0.06 0.04 -0.07
H 3.740475 -9.543847 0.108686 -0.06 0.09 -0.09
H 4.207781 -8.065862 0.927540 -0.16 0.08 -0.04
H 3.255194 -6.723792 -0.997692 -0.01 -0.04 -0.12
H 1.797358 -8.164675 -2.284677 0.14 0.03 -0.20
H 2.913816 -9.546488 -2.179034 0.04 0.08 0.17
```
Forces are in eV/Å.

Entry 2:
Molecular formula: C7H14N2
Method: DFT, ωB97M-V/def2-TZVPD

Output
HOMO (alpha / beta) in eV: -13.80 / -13.80
HOMO-LUMO gap (alpha / beta) in eV: 10.014 / 5.674
ΔE to the lowest compared entry with this formula, charge and spin in kJ/mol: 89.0
Multiplicity: 2
Net charge: +1

XYZ file:
```
23
Properties=species:S:1:pos:R:3:forces:R:3
C 2.225161 -0.756995 -2.266842 0.69 -0.48 -1.48
C -0.745250 -1.647422 -0.548197 0.50 0.52 -1.66
C 1.140686 -1.452321 -1.574090 -1.27 3.62 -0.25
C 1.064072 -2.725838 -1.069030 -0.32 -4.18 1.58
N -0.020132 -0.779981 -1.240669 0.63 -1.12 0.24
N -0.116426 -2.895684 -0.437381 0.20 1.92 -0.30
H -1.774720 -1.432009 -0.329375 -0.11 -0.33 0.58
H -0.492674 -3.620842 0.149767 0.37 -0.59 -0.12
H 1.766600 -3.553549 -1.106544 0.03 0.30 -0.08
H 3.153216 -1.323280 -2.359654 -0.13 -0.28 0.40
H 2.470925 0.186808 -1.786847 -0.36 0.22 -0.09
H 1.964777 -0.596063 -3.353784 -0.17 0.24 1.07
C -0.457192 1.663505 1.097055 0.79 0.44 0.21
C -0.622008 3.105948 1.566956 -0.62 -0.02 0.30
C -1.626727 0.798988 1.546578 -0.17 -0.94 0.89
H -0.525433 1.578876 0.004072 1.17 0.39 0.18
H 0.559845 1.486545 1.604648 -1.35 -1.09 -1.37
H -0.697593 3.088459 2.679282 0.09 0.25 -0.73
H -1.566118 3.483536 1.165776 0.18 0.44 0.11
H -2.138294 0.145623 0.830054 0.67 0.17 -0.55
H -1.314041 0.108412 2.342811 -0.46 0.41 0.24
H 0.232929 3.728306 1.261953 -0.44 -0.11 0.12
H -2.481601 1.408979 1.823460 0.10 0.21 0.72
```
Forces are in eV/Å.

Which value of net charge does entry 1 give? +1

What is the net charge in the first record? +1

net charge of number 2 (C7H14N2)? +1